[1]
A structure of composition C6H10NO at a distorted geometry, computed with ωB97M-V/def2-TZVPD.

* Kohn-Sham gap: 5.302 eV
* net charge: +1
* LUMO energy: -7.974 eV
* E_HOMO: -13.28 eV

```
18
C6H10NO ωB97M-V/def2-TZVPD
O -0.431 -1.422 -2.227
C -1.003 -1.975 -1.333
C -1.107 -1.506 0.117
C -1.312 -0.031 0.084
C -0.015 0.670 0.719
C 0.002 1.719 1.594
C 2.135 0.961 -0.242
N 1.082 0.151 0.214
H -1.563 -2.896 -1.578
H -0.091 -1.926 -0.310
H -1.562 -2.286 0.703
H -2.169 0.208 0.707
H -1.310 0.382 -0.921
H -0.739 2.506 1.677
H 0.942 1.878 2.081
H 2.543 1.719 0.446
H 2.891 0.333 -0.646
H 1.709 1.515 -1.085
```

How positive or negative is each atom? The natural (NBO) charges in e answer that:
1. O -0.5326
2. C 0.3520
3. C -0.4860
4. C -0.3911
5. C 0.0938
6. C -0.0435
7. C -0.4872
8. N -0.0504
9. H 0.1654
10. H 0.3253
11. H 0.2704
12. H 0.2607
13. H 0.2668
14. H 0.2461
15. H 0.2209
16. H 0.2407
17. H 0.2518
18. H 0.2970

***

[2]
An isolated molecule of C6H10NO5P at a distorted geometry, computed with ωB97M-V/def2-TZVPD.

* Kohn-Sham gap: 8.769 eV
* net charge: 0
* LUMO energy: -0.901 eV
* E_HOMO: -9.67 eV
* SMILES string: C#CO[P@](=O)(O)OCC(=O)N(C)C

```
23
C6H10NO5P ωB97M-V/def2-TZVPD
C 0.228 1.377 -2.763
C -0.679 2.142 -1.968
O -1.092 3.097 -0.886
P -1.893 2.261 0.416
O -3.017 1.220 -0.085
O -2.827 3.512 1.269
O -0.834 1.580 1.620
C 0.392 1.013 1.043
C 0.202 -0.430 0.288
O -0.771 -0.764 -0.563
N 1.261 -1.510 0.576
C 1.952 -1.928 -0.731
C 0.414 -2.723 0.991
H 1.056 0.688 -3.280
H -3.634 3.100 1.701
H 0.937 1.735 0.265
H 1.185 0.850 1.914
H 2.599 -2.889 -0.471
H 2.704 -1.116 -1.121
H 1.188 -2.195 -1.588
H 0.090 -3.389 0.067
H -0.525 -2.273 1.568
H 1.063 -3.356 1.737
```

How positive or negative is each atom? The natural (NBO) charges in e answer that:
1. C -0.3118
2. C 0.2455
3. O -0.7318
4. P 2.3601
5. O -1.0023
6. O -0.9560
7. O -0.7292
8. C -0.2001
9. C 0.6679
10. O -0.5263
11. N -0.5325
12. C -0.4453
13. C -0.4384
14. H 0.3113
15. H 0.5269
16. H 0.2386
17. H 0.2479
18. H 0.2180
19. H 0.2067
20. H 0.2069
21. H 0.2094
22. H 0.2226
23. H 0.2119

***

[3]
The ion C6H10NS with charge +1 at a distorted geometry, computed with ωB97M-V/def2-TZVPD.

* Kohn-Sham gap (spin up / spin down): 7.394 / 7.395 eV
* net charge: +1
* LUMO energy (spin up / spin down): -5.708 / -5.709 eV
* E_HOMO (spin up / spin down): -13.10 / -13.10 eV

```
18
C6H10NS ωB97M-V/def2-TZVPD
C -1.125 -1.644 -0.812
C 0.229 -1.540 -0.554
C -2.177 -0.961 -0.172
C -0.235 0.854 0.250
C -0.329 1.566 -1.086
C 1.271 -0.778 1.445
N 0.690 -0.330 0.145
S -1.915 0.360 0.838
H -1.407 -2.503 -1.407
H -3.175 -1.370 -0.162
H 0.145 1.534 1.017
H -0.757 0.923 -1.853
H 0.656 1.896 -1.416
H -0.956 2.450 -0.991
H 2.342 -0.592 1.476
H 0.791 -0.258 2.270
H 1.106 -1.850 1.556
H 1.465 -0.008 -0.449
```

How positive or negative is each atom? The natural (NBO) charges in e answer that:
1. C -0.4712
2. C 0.1659
3. C -0.1905
4. C -0.1767
5. C -0.6526
6. C -0.4200
7. N -0.4708
8. S 0.4897
9. H 0.2633
10. H 0.2681
11. H 0.2531
12. H 0.2415
13. H 0.2356
14. H 0.2599
15. H 0.2490
16. H 0.2305
17. H 0.2629
18. H 0.4623